Entry 1:
DFT (the ωB97M-V functional and the def2-TZVPD basis) results for a cluster of 10 separate species, C18H45BF4N3O6 in total at a distorted geometry.

Values from the calculation:
Charge: -1
Orbital gap: 9.42 eV

XYZ file:
```
77
C18H45BF4N3O6 (the ωB97M-V functional and the def2-TZVPD basis)
B -0.5762 -0.2288 0.0822
F 0.2508 -0.8768 0.9632
F -0.0792 -0.3078 -1.2638
F -1.8682 -0.8408 0.1652
F -0.9112 1.0812 0.3452
C 2.7938 -2.5758 -0.4448
C 3.9608 -2.5488 -1.3978
N 4.8318 -2.4108 -2.1358
H 3.2038 -2.7488 0.5662
H 2.3368 -1.6568 -0.5118
H 1.9208 -3.3878 -0.6908
C -2.8272 -2.7948 -3.0838
C -3.6842 -2.1528 -4.1928
N -4.2842 -1.5898 -5.0128
H -2.7482 -2.0508 -2.2478
H -3.1132 -3.7678 -2.7848
H -1.7712 -2.7938 -3.3568
C -0.1352 4.0042 2.0052
C 0.7438 4.4322 3.1822
N 1.3698 4.8232 4.0322
H 0.4338 3.9392 1.0852
H -0.7492 3.0632 2.1252
H -0.9362 4.7292 1.7812
C 2.6068 1.5222 4.6022
C 2.2638 0.7382 3.3432
O 0.9308 0.0522 3.5832
H 3.5628 2.2672 4.1502
H 2.9868 0.6632 5.3162
H 1.7258 2.1802 4.8692
H 2.9488 0.2192 2.9702
H 2.2238 1.4342 2.5032
H 0.7458 -0.2058 2.7352
C -3.5722 0.9672 4.7222
C -2.8122 0.0872 3.6032
O -3.8072 -0.2478 2.5522
H -4.4882 0.5332 5.0812
H -3.8602 1.9072 4.3832
H -2.8392 1.2702 5.6572
H -2.4072 -0.8428 3.9092
H -2.1352 0.6232 3.0012
H -3.2002 -0.5078 1.8952
C 0.6668 -6.0618 2.1862
C 0.1948 -4.5618 2.2512
O -0.2062 -4.0778 1.0592
H 1.6498 -6.1538 1.5302
H -0.2462 -6.5708 1.9542
H 0.9678 -6.4888 3.2602
H 1.1358 -3.9568 2.6552
H -0.5032 -4.4618 2.9962
H -0.5812 -3.2558 1.1872
C 1.6218 3.6382 -1.8348
C 2.2848 2.3632 -1.0918
O 3.6808 2.3652 -1.2268
H 1.6898 3.5382 -2.9258
H 2.0298 4.5112 -1.2668
H 0.6318 3.6002 -1.6258
H 1.7338 1.4742 -1.4838
H 2.0568 2.4322 -0.1198
H 4.0268 1.9402 -0.4388
C -2.5952 2.2272 -3.8848
C -2.0602 1.5332 -2.6968
O -2.7492 1.9962 -1.5608
H -3.6112 1.8682 -4.1318
H -2.0912 1.8872 -4.7298
H -2.3962 3.3542 -3.9108
H -0.9352 1.7682 -2.4848
H -2.1992 0.3812 -2.6128
H -2.3022 1.7652 -0.6218
C 1.4628 0.4262 -4.3288
C 0.7268 -0.8478 -4.6428
O 0.7288 -1.6428 -3.5288
H 1.0768 0.9072 -5.1858
H 2.5678 0.4612 -4.2878
H 0.9258 0.7052 -3.3938
H 1.5738 -1.3228 -5.2208
H -0.3342 -0.6638 -5.1448
H 0.3398 -1.0748 -2.7858
```

Löwdin population analysis, charges in e, atoms 1 to 5: -1.260, 0.161, 0.068, 0.080, 0.129

Entry 2:
DFT (the ωB97M-V functional and the def2-TZVPD basis) results for a structure of composition C18H45N3O6Ti at a distorted geometry.

Values from the calculation:
Charge: +1
2S+1: 4
Orbital gap (alpha / beta): 4.85 / 9.94 eV

XYZ file:
```
73
C18H45N3O6Ti (the ωB97M-V functional and the def2-TZVPD basis)
Ti -0.2440 -0.4064 0.1707
C -0.6622 -2.1778 -2.4927
O -0.5072 -0.7961 -2.1183
C 0.2959 -0.0746 -3.0187
C 0.8486 1.1721 -2.3583
N 1.3727 0.9454 -1.0427
C 1.9746 2.1600 -0.5089
C 2.4066 1.9773 0.9014
O 3.5422 1.1680 0.9108
C 4.0577 0.9502 2.2019
H 0.3114 -2.6245 -2.7253
H -1.2790 -2.2654 -3.3949
H -1.1177 -2.6856 -1.6483
H -0.2916 0.2605 -3.8853
H 1.1012 -0.7191 -3.3871
H 0.0920 1.9555 -2.3365
H 1.6213 1.5594 -3.0478
H 2.0627 0.1897 -1.0990
H 1.2371 2.9767 -0.5147
H 2.7958 2.5627 -1.1242
H 1.5807 1.4878 1.4468
H 2.6316 2.9269 1.4040
H 5.1387 0.9240 2.1437
H 3.6883 -0.0056 2.6178
H 3.6800 1.7007 2.9085
C -0.2246 0.4710 3.5612
O 0.1795 -0.3193 2.4790
C 0.2964 -1.6955 2.8029
C 1.3651 -2.3417 1.9357
N 0.8505 -2.6267 0.6065
C 1.9084 -3.2815 -0.1686
C 3.0950 -2.4491 -0.5655
O 2.6789 -1.3925 -1.3763
C 3.7851 -0.7775 -2.0202
H -0.1086 1.5221 3.3147
H 0.3333 0.2068 4.4617
H -1.2924 0.3119 3.7872
H -0.6417 -2.2747 2.7207
H 0.5446 -1.8167 3.8698
H 1.6247 -3.2900 2.4264
H 2.1947 -1.6433 1.8827
H 0.1019 -3.3135 0.6133
H 1.4549 -3.6005 -1.1243
H 2.2027 -4.2670 0.2271
H 3.7489 -3.1249 -1.1336
H 3.6396 -2.0775 0.3127
H 3.4550 0.0920 -2.5805
H 4.2644 -1.4621 -2.7464
H 4.5775 -0.5121 -1.3092
C -3.0020 -2.8997 1.1770
O -2.4325 -1.7638 0.5836
C -3.4007 -0.8154 0.1649
C -3.1144 0.5315 0.8018
N -2.0701 1.3438 0.1497
C -2.4503 1.9720 -1.0965
C -3.7716 2.6550 -1.1179
O -3.8493 3.7115 -0.2003
C -3.4970 4.9936 -0.7400
H -2.2105 -3.5539 1.5351
H -3.5915 -3.4545 0.4353
H -3.6552 -2.6441 2.0176
H -4.3611 -1.1373 0.5718
H -3.3499 -0.7551 -0.9231
H -2.7293 0.3530 1.8139
H -4.0493 1.0880 0.9560
H -1.8757 2.0664 0.8361
H -2.4814 1.2329 -1.9166
H -1.6521 2.6419 -1.4221
H -4.5876 1.9651 -0.8823
H -3.9791 2.9875 -2.1469
H -2.7701 4.9174 -1.5506
H -3.0862 5.5789 0.0770
H -4.4041 5.4854 -1.1039
```

Löwdin population analysis, charges in e, atoms 1 to 5: 0.616, -0.054, -0.274, -0.199, -0.208

Entry 3:
DFT (the ωB97M-V functional and the def2-TZVPD basis) results for a structure of composition C18H45N5O7Si2 at a distorted geometry.

Values from the calculation:
Charge: 0
Orbital gap: 9.21 eV

XYZ file:
```
77
C18H45N5O7Si2 (the ωB97M-V functional and the def2-TZVPD basis)
C -5.3702 -4.1885 -0.0294
C -4.5203 -3.8661 -1.3956
O -4.4988 -5.0546 -2.3038
C -3.0072 -3.2656 -1.1212
Si -1.8009 -4.5429 -0.2871
O -0.9586 -5.4112 -1.5642
Si -0.8558 -7.1481 -1.2118
C -2.0666 -8.1095 -2.4242
C -3.4904 -8.4424 -1.6879
C -4.7979 -8.4936 -2.6705
N -4.9290 -7.8945 -4.0511
O -5.9084 -9.1042 -2.1706
H -6.5074 -4.2973 -0.3607
H -5.2972 -3.2568 0.6770
H -5.0740 -5.2022 0.4833
H -5.1242 -3.0324 -1.9819
H -4.4859 -5.8346 -1.6744
H -2.5097 -2.9989 -2.1701
H -3.0490 -2.2942 -0.4577
H -0.7584 -3.7741 0.4397
H -2.4642 -5.4233 0.6849
H 0.5297 -7.5740 -1.5133
H -1.0803 -7.4816 0.1925
H -2.1374 -7.4338 -3.3765
H -1.5624 -9.1331 -2.7511
H -3.7017 -7.6967 -0.8050
H -3.4085 -9.5199 -1.1829
H -4.0818 -7.3683 -4.3564
H -5.7034 -7.1643 -4.0693
C -0.7757 -1.8579 2.8887
O -1.0539 -2.0507 1.7116
N -1.5280 -2.2749 3.9661
C -1.1312 -2.0075 5.3333
C -2.7559 -3.0044 3.7257
H 0.1362 -1.3133 3.1848
H -1.0067 -2.9589 5.8583
H -1.9140 -1.4193 5.8205
H -0.1901 -1.4520 5.3689
H -2.5250 -3.9148 3.1643
H -3.4281 -2.3824 3.1267
H -3.2410 -3.2672 4.6697
C 1.3265 1.4156 4.0479
O 1.0723 0.2397 3.8180
N 1.9308 2.2890 3.1690
C 2.1988 3.6696 3.5158
C 2.3111 1.8130 1.8551
H 1.0796 1.8810 5.0166
H 1.6720 4.3202 2.8118
H 3.2753 3.8495 3.4465
H 1.8622 3.8931 4.5318
H 1.4187 1.4508 1.3356
H 3.0146 0.9823 1.9673
H 2.7763 2.6133 1.2733
C 3.5533 5.5467 1.3388
O 2.9055 4.5720 0.9779
N 4.5740 6.1368 0.6243
C 5.2953 7.2910 1.1200
C 4.9390 5.5865 -0.6647
H 3.3588 6.0445 2.3034
H 5.1737 8.1156 0.4117
H 6.3551 7.0355 1.2073
H 4.9187 7.6003 2.0989
H 4.0672 5.6185 -1.3253
H 5.2431 4.5436 -0.5333
H 5.7594 6.1558 -1.1102
C 2.9347 9.0335 -2.7329
O 3.5135 8.7400 -1.6942
N 3.1308 8.4273 -3.9555
C 2.4054 8.8323 -5.1421
C 4.0931 7.3500 -4.0595
H 2.1822 9.8387 -2.7670
H 1.8380 7.9767 -5.5194
H 3.1220 9.1605 -5.9003
H 1.7155 9.6515 -4.9217
H 3.7996 6.5436 -3.3804
H 5.0776 7.7219 -3.7596
H 4.1395 6.9700 -5.0837
```

Löwdin population analysis, charges in e, atoms 1 to 5: -0.091, -0.421, -0.133, -0.247, 0.552

Entry 4:
DFT (the ωB97M-V functional and the def2-TZVPD basis) results for a cluster of 11 separate species, C18H46N10O21S in total at a distorted geometry.

Values from the calculation:
SMILES: C[N+](=O)[O-].C[N+](=O)[O-].C[N+](=O)[O-].C[N+](=O)[O-].C[N+](=O)[O-].C[N+](=O)[O-].C[N+](=O)[O-].O=S1(=O)OCCO1.CN(C)C=O.CN(C)C=O.CN(C)C=O
Charge: 0
Orbital gap: 8.72 eV

XYZ file:
```
96
C18H46N10O21S (the ωB97M-V functional and the def2-TZVPD basis)
C 7.3766 0.6597 23.2710
N 8.2400 0.2005 24.4022
O 9.4589 0.4361 24.3480
O 7.6308 -0.1968 25.3971
H 7.2553 -0.0467 22.4497
H 7.9085 1.4927 22.8114
H 6.4447 1.0283 23.6998
C 7.1848 8.6990 11.9179
N 7.4651 8.0640 10.5996
O 8.5683 7.8001 10.3154
O 6.4802 7.6026 9.9864
H 7.8750 9.5426 11.9254
H 7.3565 8.0776 12.7968
H 6.2259 9.2127 11.9857
C 11.8781 5.3783 13.6483
N 10.6062 4.6318 13.4372
O 10.5876 3.7263 12.5869
O 9.6412 4.8252 14.2086
H 12.7027 4.6968 13.4396
H 11.8490 5.7602 14.6688
H 12.0116 6.2986 13.0797
C 3.1294 2.0938 15.5477
N 3.0190 0.6769 15.1220
O 1.9047 0.2106 15.0035
O 4.0518 0.0822 14.8699
H 2.5422 2.0491 16.4649
H 2.7571 2.5974 14.6556
H 4.1466 2.3806 15.8144
C 7.0870 10.5805 24.3806
N 5.8964 10.3148 23.5118
O 4.9205 11.0677 23.7451
O 5.9371 9.6235 22.4939
H 6.8504 10.5708 25.4446
H 7.6410 11.4908 24.1512
H 7.6526 9.6982 24.0813
C 2.7169 11.3261 19.3570
N 3.6818 11.8466 18.3601
O 4.1406 11.1512 17.4611
O 4.1486 12.9250 18.5671
H 1.6948 11.5914 19.0869
H 3.0715 11.6950 20.3195
H 2.8673 10.2644 19.5528
C 6.3459 6.8114 18.5386
N 6.0165 5.6194 19.3918
O 4.9800 4.9763 19.2129
O 6.8298 5.3851 20.2623
H 7.2275 7.3211 18.9270
H 5.4541 7.4381 18.5278
H 6.4836 6.6635 17.4675
O 9.6003 11.6636 18.9886
S 10.8427 10.9724 19.0579
O 10.8671 9.7816 19.8964
O 11.2786 10.5387 17.5441
C 12.1132 11.4672 16.8561
C 13.0167 11.9918 17.8953
O 12.2490 11.8783 19.0889
H 12.7327 10.9433 16.1282
H 11.5567 12.2178 16.2948
H 13.2812 13.0284 17.6861
H 13.9364 11.4086 17.9397
C 13.3109 3.8490 23.3230
N 13.2071 5.2954 23.4315
C 11.8272 5.8259 23.4226
C 14.2761 6.1449 23.6546
O 15.4552 5.7313 23.6986
H 13.1521 3.3081 24.2559
H 14.3064 3.5543 22.9909
H 12.5816 3.4750 22.6044
H 11.3264 5.4766 22.5197
H 11.3280 5.5345 24.3468
H 11.7202 6.9102 23.4512
H 13.8752 7.1183 23.9772
C 8.8039 1.8559 17.6958
N 9.5481 0.6667 17.1035
C 8.6376 -0.3349 16.6379
C 10.7764 0.6158 16.6810
O 11.6362 1.4916 16.7962
H 8.0464 2.3735 17.1072
H 9.4949 2.6352 18.0172
H 8.2310 1.6330 18.5959
H 8.9379 -1.3765 16.5244
H 7.6100 -0.3710 16.9996
H 8.6040 -0.0604 15.5836
H 10.9419 -0.3298 16.1419
C -1.3214 5.4039 20.6824
N -0.6907 6.6253 21.2500
C 0.7890 6.6151 21.4089
C -1.4027 7.6929 21.6927
O -0.9634 8.7441 22.1513
H -1.2488 4.5063 21.2966
H -0.7534 5.1489 19.7877
H -2.3891 5.4788 20.4764
H 1.3132 5.6967 21.6734
H 1.0341 6.9477 20.4002
H 1.1742 7.3354 22.1307
H -2.4987 7.6468 21.5987
```

Löwdin population analysis, charges in e, atoms 1 to 5: 0.033, -0.416, 0.044, 0.052, 0.098